Entry from OMol25: a cluster of 3 separate species, C4H8N2 in total in a non-equilibrium geometry (the ωB97M-V functional and the def2-TZVPD basis).

Computed properties:
largest force on an atom: 3.0 eV/A
energy: -266.49708 a.u.
frontier orbital gap (alpha / beta): 8.9 / 6.9 eV
charge: 0
molar mass: 84.1 g mol⁻¹
relative energy (zero: lowest compared OMol25 entry of this formula, charge and spin): 6.1206 eV

XYZ file:
```
14
Properties=species:S:1:pos:R:3:nbo_charge:R:1
C 1.9072 0.3388 0.7660 -0.73
C -1.5970 0.7691 -0.7159 -0.73
C 1.1074 -0.5982 -0.0635 0.34
C -1.2554 -0.2293 0.2883 0.32
N -0.8192 -1.0675 0.9936 -0.29
N 1.4830 -1.3354 -0.9823 -0.67
H 0.7782 -1.9341 -1.4118 0.36
H -2.8102 -0.7252 1.0415 -0.09
H 2.9682 0.2841 0.4998 0.23
H 1.7785 0.0775 1.8180 0.25
H 1.5495 1.3619 0.6339 0.23
H -2.6734 0.6948 -0.8957 0.27
H -1.3748 1.7668 -0.3330 0.26
H -1.0419 0.5968 -1.6389 0.26
```